10
Properties=species:S:1:pos:R:3:forces:R:3:mulliken_charge:R:1 method="wB97M-V/def2-TZVPD" total_energy_ev=-10687.05989 gap_ev=10.16 smiles=Nc1noc(O)n1 de_lowest_kcal_mol=32.21 e_homo_ev=-9.5
O 2.5225 0.7160 -0.2867 -0.69 0.69 -0.28 -0.4635
O 1.3204 -1.0763 0.4805 0.19 0.16 -0.07 -0.1349
N -0.0709 -1.3668 0.6130 -0.30 0.21 -0.05 -0.4231
N -1.9907 -0.0649 0.1796 0.02 -0.12 -0.11 -0.4337
N 0.2287 0.7060 -0.2561 -0.08 -0.29 0.14 -0.5590
C 1.3719 0.1279 -0.0276 -0.54 -0.06 0.02 0.7405
C -0.6355 -0.2662 0.1716 -0.01 -0.31 0.11 0.3555
H -2.5468 -0.9017 0.2845 0.10 0.09 0.01 0.2636
H -2.3272 0.5661 -0.5336 0.10 -0.06 0.13 0.2564
H 2.1277 1.5598 -0.6251 1.23 -0.31 0.11 0.3981

=====

10
Properties=species:S:1:pos:R:3:forces:R:3:mulliken_charge:R:1 method="wB97M-V/def2-TZVPD" total_energy_ev=-10682.99680 gap_ev=10.33 de_lowest_kcal_mol=125.91 e_homo_ev=-10.5
O -0.6000 1.4847 1.0160 -0.65 1.94 1.62 -0.5871
O 0.6976 2.0972 -0.5585 0.91 0.59 -0.98 -0.5368
N -0.8835 -0.7967 0.5434 0.75 -4.11 1.73 -0.5130
N 0.0711 1.2993 0.0537 -0.01 -1.37 -0.19 0.9396
N 2.2434 -1.3118 -0.6563 -0.40 0.14 -0.44 -0.3655
C 1.1990 -0.8298 -0.6862 0.37 -0.19 1.06 0.1894
C -0.0810 -0.2169 -0.3854 -2.27 2.25 -4.66 0.0650
H -0.7129 0.0015 -1.6158 1.90 -0.66 3.61 0.2452
H -0.3752 -1.4367 1.2006 -0.64 0.83 -1.08 0.2552
H -1.5585 -0.2909 1.0886 0.05 0.58 -0.67 0.3080

=====

12
Properties=species:S:1:pos:R:3:forces:R:3:mulliken_charge:R:1 method="wB97M-V/def2-TZVPD" total_charge=-1 total_energy_ev=-30814.56870 gap_ev=8.05 smiles="[O-][P@](O)(=S)c1cn[nH]n1" de_lowest_kcal_mol=8.46 e_homo_ev=-4.3
S -2.1297 -1.7241 -0.4128 -0.25 -0.29 0.67 -0.5734
P -1.5653 0.1170 -0.0300 -2.50 2.45 2.28 0.6676
O -2.1861 1.1132 1.0906 2.04 -3.27 -3.17 -0.7838
O -1.7555 0.9015 -1.4222 0.71 -0.38 -0.84 -0.4967
N 1.1265 0.7067 -0.5706 1.72 0.79 -0.92 -0.5851
N 2.2792 0.1612 -0.0945 -1.01 2.00 -1.41 0.2164
N 2.1150 -0.7718 0.7737 0.46 -2.36 0.95 -0.6849
C 0.8133 -0.9897 0.8290 1.42 3.71 -1.89 -0.1412
C 0.2069 0.0229 0.0042 -0.43 -2.00 1.89 0.3926
H -2.3454 1.5640 -1.1295 -1.20 1.75 0.10 0.2716
H 3.1405 0.4507 -0.5326 0.03 -0.29 0.51 0.2319
H 0.3007 -1.5517 1.4948 -0.97 -2.10 1.84 0.4851

=====

11
Properties=species:S:1:pos:R:3:forces:R:3:mulliken_charge:R:1 method="wB97M-V/def2-TZVPD" total_energy_ev=-21520.78820 gap_ev=9.87 smiles="O=C=NNS.N=C=O" de_lowest_kcal_mol=39.83 e_homo_ev=-9.9
S 2.4043 2.2193 -0.0613 0.87 1.12 0.67 -0.1921
O -3.7719 -2.6450 0.2041 -1.46 0.40 0.08 -0.4180
O 1.1731 -0.8023 1.6060 0.34 -1.13 1.73 -0.3837
N 0.9784 1.7048 -0.8140 0.17 -0.26 -0.76 -0.3073
N -1.6502 -1.9041 -0.3779 2.31 1.46 -0.42 -0.3700
N 0.5377 0.5443 -0.1922 -1.42 -0.36 -1.14 -0.2487
C -2.7763 -2.1169 -0.0686 0.72 -1.25 0.55 0.4429
C 0.9258 -0.0753 0.7557 0.35 0.53 -0.66 0.7014
H 1.7724 2.9317 0.9109 0.29 -0.10 -0.38 0.1812
H 1.2315 1.4523 -1.7860 -0.43 0.23 0.70 0.2861
H -0.8249 -1.3088 -0.1766 -1.75 -0.63 -0.37 0.3081

=====

11
Properties=species:S:1:pos:R:3:forces:R:3:mulliken_charge:R:1 method="wB97M-V/def2-TZVPD" total_energy_ev=-12733.32352 gap_ev=9.87 smiles="O=c1nc(O)[nH]n1O" de_lowest_kcal_mol=14.63 e_homo_ev=-9.5
O -1.8024 -1.2366 -0.3638 -1.28 -0.11 -0.72 -0.4368
O 2.4675 0.0204 -0.1672 -1.05 1.17 0.07 -0.4671
O -1.8612 1.6579 -0.0942 1.57 -0.96 0.20 -0.5415
N -0.9130 -0.4544 0.3290 1.54 1.13 0.55 0.1615
N 0.4099 -0.9116 0.0249 -1.31 0.10 0.37 -0.2446
N 0.4747 1.3414 -0.0177 0.93 0.72 -0.38 -0.5321
C -0.8522 0.9878 0.0347 -2.27 -0.31 -0.11 0.4139
C 1.1345 0.2431 -0.0362 1.26 -0.60 -0.45 0.6157
H -2.6915 -0.9719 -0.0482 0.68 -0.07 0.00 0.3677
H 2.9231 0.8523 -0.4166 -0.45 -0.42 0.35 0.3819
H 0.7105 -1.5286 0.7553 0.38 -0.64 0.13 0.2813

=====

11
Properties=species:S:1:pos:R:3:forces:R:3:mulliken_charge:R:1 method="wB97M-V/def2-TZVPD" total_energy_ev=-12730.12493 gap_ev=10.60 de_lowest_kcal_mol=88.39 e_homo_ev=-11.4
O 1.7317 -1.2219 -0.3332 0.91 -1.24 -0.82 -0.4966
O 2.8867 -0.3782 1.2599 2.43 0.71 1.93 -0.5286
O -1.7519 0.4752 -1.4424 -0.44 0.15 0.02 -0.7061
N 0.5051 1.2404 -0.0277 -0.26 0.42 0.83 -0.6059
N -1.5656 -0.9675 1.1700 -2.01 -1.10 0.54 -0.4057
N 1.9363 -0.4898 0.6080 -3.46 -0.51 -1.48 0.8968
C 0.6249 0.2338 0.7326 -0.83 2.37 -1.65 0.3578
C -0.5365 -0.5006 1.1419 1.91 0.53 0.14 0.4278
H -2.4396 -0.1301 -1.0473 1.89 0.35 -0.97 0.3385
H -0.9253 0.0971 -1.8271 -1.60 -0.48 0.64 0.3539
H -0.4659 1.6414 -0.2346 1.46 -1.20 0.83 0.3681

=====

10
Properties=species:S:1:pos:R:3:forces:R:3:mulliken_charge:R:1 method="wB97M-V/def2-TZVPD" total_energy_ev=-19469.72660 gap_ev=8.10 de_lowest_kcal_mol=123.60 e_homo_ev=-8.2
S -2.3691 -0.0705 -0.4759 2.05 0.21 -0.43 0.4764
O -3.3748 0.4194 0.3980 -1.53 0.69 0.84 -0.4409
N -0.7081 0.4456 0.1065 -2.35 -0.21 0.08 0.2596
N -1.0004 -0.7916 0.4350 -0.66 1.12 -0.48 -0.4170
N 0.9607 -1.2408 0.2142 1.21 -1.69 0.21 -0.4761
C 1.4075 -0.0719 0.0338 -1.93 1.26 0.93 0.0079
C 0.4929 0.9998 0.0958 -0.55 -2.83 0.89 -0.4008
H 2.3146 0.2610 -0.2806 3.01 0.20 -1.30 0.4025
H 0.7723 1.9318 -0.2102 -0.16 2.44 -0.67 0.3835
H 1.5045 -1.8828 -0.3165 0.90 -1.18 -0.06 0.2048

=====

10
Properties=species:S:1:pos:R:3:forces:R:3:mulliken_charge:R:1 method="wB97M-V/def2-TZVPD" total_energy_ev=-19473.65374 gap_ev=8.97 smiles=Oc1nnc(S)[nH]1 de_lowest_kcal_mol=33.04 e_homo_ev=-8.7
S 0.1695 -2.7005 -0.0525 0.19 -0.01 -0.38 -0.2935
O 0.3516 2.2447 -0.1487 -0.79 4.62 3.39 -0.5056
N -1.4462 0.8124 0.7041 3.70 -0.77 -2.33 -0.4028
N 0.3139 0.0401 -0.5676 -0.35 -0.37 1.55 -0.1239
N -1.5478 -0.6614 0.5452 2.11 2.07 0.02 -0.3362
C -0.4453 -0.9814 -0.0745 -0.17 -2.26 0.13 0.4477
C -0.2347 1.1160 0.0850 -3.91 -2.37 0.31 0.3985
H 1.5724 -2.6866 -0.2178 -1.58 0.85 0.10 0.1244
H 1.2662 -0.1072 -0.8925 -0.40 0.50 0.18 0.2610
H 0.0004 2.9239 0.6195 1.21 -2.26 -2.97 0.4305

=====

11
Properties=species:S:1:pos:R:3:forces:R:3:mulliken_charge:R:1 method="wB97M-V/def2-TZVPD" total_energy_ev=-30309.23140 gap_ev=8.41 smiles="Oc1nn(S)c(=S)[nH]1" de_lowest_kcal_mol=21.20 e_homo_ev=-8.0
S 1.2609 -0.5208 -1.8440 -0.79 -0.40 -1.31 -0.1126
S 1.7831 -0.2020 1.5843 0.14 -0.09 -0.46 -0.4217
O -2.9686 0.9718 0.2080 0.70 -0.50 0.87 -0.5051
N -1.1812 0.0034 -0.8563 -0.66 1.30 -2.57 -0.6919
N 0.1508 -0.1536 -0.6423 -0.37 -0.20 2.50 0.5059
N -0.8676 0.2678 1.2434 3.02 -0.02 1.20 -0.1284
C -1.7162 0.4348 0.2327 -1.64 -0.45 -1.61 0.4351
C 0.4237 -0.0465 0.6564 -1.16 0.15 1.55 0.1098
H 0.1342 -0.7269 -2.6145 1.14 -0.02 -0.07 0.2023
H -3.2507 1.1793 -0.7093 0.71 -0.46 0.62 0.3486
H -0.7966 0.1851 2.2652 -1.08 0.69 -0.71 0.2580

=====

10
Properties=species:S:1:pos:R:3:forces:R:3:mulliken_charge:R:1 method="wB97M-V/def2-TZVPD" total_charge=+1 total_energy_ev=-10116.65903 gap_ev=8.14 de_lowest_kcal_mol=140.39 e_homo_ev=-14.1
O 0.2259 1.0848 -1.0165 0.45 1.29 -1.40 -0.4586
N -1.5450 -0.2282 -0.6319 -1.20 -0.27 0.99 -0.1603
N -0.2844 -0.8494 1.2679 1.62 0.36 1.50 0.0260
N -1.3907 -0.6089 0.5342 -1.95 -0.14 -1.68 -0.1399
N 0.9459 -0.4129 0.9955 2.85 1.22 -0.86 0.1336
C -0.7643 0.6352 -1.5045 -0.21 -1.23 1.63 0.2696
C 1.9225 0.0457 0.5746 -2.52 -1.25 0.18 0.1210
H 2.6778 0.4330 -0.0931 0.35 0.03 0.49 0.4742
H -1.3706 0.8251 -2.4253 1.00 0.10 0.38 0.3866
H -0.4172 -0.9245 2.2992 -0.39 -0.12 -1.22 0.3477

=====

10
Properties=species:S:1:pos:R:3:forces:R:3:mulliken_spin:R:1 method="wB97M-V/def2-TZVPD" total_charge=+1 total_energy_ev=-18904.54412 s_squared=2.04 gap_ev="7.26 / 8.28" de_lowest_kcal_mol=5.18 e_homo_ev="-12.5 / -15.4" multiplicity=3
S 0.2838 -0.6974 -1.9699 -0.38 2.15 -0.83 0.0622
N 0.1628 -1.4550 0.3660 -0.59 1.58 -0.55 0.2388
N 0.3728 -1.7270 -0.8114 0.36 -2.90 1.82 0.0315
N 0.0195 0.8686 1.5607 -1.54 -0.21 -2.81 -0.0141
N 0.0939 1.2275 2.6258 0.78 1.01 3.37 0.8131
C -0.1911 0.8112 -0.9206 0.02 -0.64 -0.92 -0.0104
C -0.3782 0.3863 0.4637 1.26 -0.35 -0.22 0.7853
H 0.6137 1.5380 -1.0740 -0.18 0.04 0.29 0.0387
H -1.1208 1.1730 -1.3654 0.02 0.15 0.12 0.0419
H 0.1435 -2.1252 1.1252 0.24 -0.84 -0.28 0.0130

=====

11
Properties=species:S:1:pos:R:3:forces:R:3:mulliken_charge:R:1 method="wB97M-V/def2-TZVPD" total_energy_ev=-11615.44526 gap_ev=8.32 de_lowest_kcal_mol=124.17 e_homo_ev=-8.7
O 0.7487 -2.1468 1.4062 -0.34 1.13 0.16 -0.3070
N 0.3132 -1.8092 0.1501 -0.90 3.16 -2.36 -0.5556
N -0.5054 -0.1083 -1.2375 -1.06 0.09 -2.96 0.1259
N -0.0773 0.3768 1.0438 0.50 0.94 -0.74 -0.0360
N -0.4451 1.1906 -1.5168 -0.01 1.15 -0.67 -0.5351
N -0.0062 1.6013 0.7985 -0.20 0.13 -1.43 -0.2772
C -0.0489 2.0461 -0.6541 -1.26 -0.41 2.29 -0.0309
C -0.0263 -0.5569 -0.0493 0.72 -3.07 2.13 0.5512
H 0.7018 -3.0595 1.2023 0.45 -1.82 0.86 0.4285
H -0.9056 -0.6071 -2.1099 1.16 0.32 2.73 0.3228
H -0.2897 3.1477 -0.7884 0.94 -1.63 0.01 0.3135